The following is a quantum chemistry calculation of a structure of composition C21H25N7O6RhS in a non-equilibrium geometry, from the Open Molecules 2025 dataset.

```
61
Properties=species:S:1:pos:R:3:mulliken_charge:R:1
Rh -0.8360 -17.3391 4.5485 0.422
N -1.1403 -19.0871 5.8890 -0.399
C -1.6050 -20.3791 5.4242 -0.704
C -3.0298 -20.2440 4.8773 -0.741
C -3.2575 -20.0136 3.3714 -0.609
C -2.7752 -18.7508 2.7040 -0.567
N -2.6209 -17.6762 3.6328 -0.229
H -0.1443 -18.9983 6.1554 0.416
H -1.6282 -18.8439 6.7575 0.195
H -1.6159 -21.1348 6.2347 0.457
H -0.9221 -20.9234 4.7434 0.343
H -3.4937 -19.4670 5.4867 0.306
H -3.5320 -21.1941 5.1420 0.375
H -4.4036 -20.0630 3.1878 0.277
H -2.7429 -20.8088 2.8027 0.328
H -3.5055 -18.4187 1.9427 0.435
H -1.8077 -18.9504 2.1543 0.194
H -3.3509 -17.7237 4.2947 0.205
H -2.8039 -16.7499 3.2113 0.345
N 1.6262 -11.9118 10.0582 -0.363
C 1.1163 -13.0097 9.3615 1.432
C -0.2886 -13.0711 9.4738 -0.787
C -0.9804 -14.1639 8.9053 -0.398
C -0.2163 -15.1126 8.3229 -0.527
C 1.2227 -15.1297 8.3154 -0.099
C 1.9140 -14.0384 8.8357 -1.287
S -0.9037 -16.5337 7.5279 1.357
O -1.9772 -17.1215 8.3693 -0.749
O 0.2844 -17.3661 7.3246 -0.789
N -1.5725 -16.1490 6.0732 0.551
C -2.4331 -15.1190 5.7445 0.201
N -3.1012 -14.4332 6.6533 -0.445
C -3.5967 -13.2849 6.2129 -0.165
C -3.8059 -13.0229 4.8691 -0.654
C -3.3546 -13.9922 3.9550 -0.170
N -2.5432 -14.9352 4.3863 -0.228
H 1.0347 -11.1245 10.2607 0.253
H 2.6406 -11.8214 10.1671 0.273
H -0.9552 -12.3526 9.9657 0.324
H -2.0626 -14.3019 8.9737 0.606
H 1.7507 -15.9672 7.8604 0.651
H 2.9735 -14.0043 8.9375 0.306
H -4.0269 -12.6062 6.9906 0.401
H -4.4380 -12.1199 4.6083 0.327
H -3.5847 -13.9096 2.8993 0.430
O 1.9721 -19.2913 2.2945 -0.688
C 1.2538 -18.4961 2.9165 0.125
O 0.0049 -18.7056 3.2079 -0.338
C 1.8051 -17.2499 3.4836 0.770
C 3.0670 -17.1369 4.0128 -0.771
C 3.4828 -16.0597 4.7128 -0.531
C 2.5677 -14.9739 4.9109 -0.135
C 1.2746 -15.0517 4.3782 -0.328
C 0.8555 -16.1663 3.6751 -0.734
N 2.9545 -13.9382 5.8699 0.998
O 2.2369 -12.9174 5.8715 -0.579
O 3.8569 -14.2245 6.6797 -0.579
H 3.6970 -17.9800 3.9250 0.556
H 4.4048 -15.9663 5.2391 0.540
H 0.5606 -14.2071 4.4088 0.512
H 0.0801 -16.1600 2.8541 0.683
```

Energy above the lowest of the compared OMol25 structures with the same formula, charge and spin (kJ/mol): 104.59
Multiplicity: 5
Charge: +1
Energy (Eh): -2158.22953
Expectation value of S²: 6.052
Molecular weight (g mol⁻¹): 606.45
Orbital gap (alpha / beta) (eV): 5.79 / 4.13

The following is a quantum chemistry calculation of a cluster of 2 separate species, C4H9NO3 in total in a non-equilibrium geometry, from the Open Molecules 2025 dataset.

```
17
Properties=species:S:1:pos:R:3:mulliken_charge:R:1
C -2.1699 -0.9175 0.2115 -1.081
C -0.7430 -1.1077 -0.2152 0.760
O -0.3365 -0.9724 -1.3648 -0.658
O -0.0182 -1.6801 0.7506 -0.426
H -2.7251 -0.3760 -0.5479 0.329
H -2.6178 -1.8986 0.3526 0.355
H -2.2020 -0.4115 1.1699 0.323
H 0.9160 -1.7750 0.5061 0.396
C 0.2514 1.6070 0.3727 -1.030
C 1.6475 0.8184 0.2325 0.498
N 1.9111 0.4445 -1.0231 -0.359
O 2.2737 0.5207 1.2199 -0.600
H -0.5141 1.4403 -0.3833 0.321
H 0.5930 2.6280 0.1651 0.362
H -0.0904 1.5587 1.4039 0.240
H 1.0658 0.2023 -1.6702 0.306
H 2.7586 -0.0809 -1.1803 0.262
```

Energy above the lowest of the compared OMol25 structures with the same formula, charge and spin (kJ/mol): 44.28
Energy (Eh): -438.31220
Structure (SMILES): CC(=O)O.CC(N)=O
Molecular weight (g mol⁻¹): 119.12
Orbital gap (eV): 10.42

The following is a quantum chemistry calculation of the molecule C2H3Cl2NS in a non-equilibrium geometry, from the Open Molecules 2025 dataset.

```
9
Properties=species:S:1:pos:R:3:mulliken_charge:R:1
S 2.8685 -0.0549 0.7027 -0.250
C 1.5686 -0.0262 -0.2031 -0.028
N 0.0990 -0.1135 0.4789 -0.191
C -1.0660 0.0387 -0.2191 0.084
Cl -2.1801 -1.3675 0.0231 -0.183
Cl -1.9862 1.5175 0.2978 -0.186
H 1.4680 0.0459 -1.2701 0.272
H 0.1240 -0.1711 1.4840 0.230
H -0.8960 0.1312 -1.2943 0.250
```

Energy above the lowest of the compared OMol25 structures with the same formula, charge and spin (kJ/mol): 73.99
Energy (Eh): -1451.29548
Structure (SMILES): S=CNC(Cl)Cl
Molecular weight (g mol⁻¹): 144.03
Orbital gap (eV): 9.16

The following is a quantum chemistry calculation of a structure of composition C7H8O in a non-equilibrium geometry, from the Open Molecules 2025 dataset.

```
16
Properties=species:S:1:pos:R:3:mulliken_charge:R:1
C -1.1626 1.8480 0.4759 -0.528
C -0.5534 1.0941 -0.4048 -0.644
C -0.3281 -0.4772 -0.5823 0.688
C -1.5635 -1.2035 -0.0058 -0.584
C -2.7696 -1.3996 0.3576 -0.243
C 1.1132 -0.9251 -0.2168 -0.280
C 2.4345 -0.1917 0.0313 -0.272
H -1.1770 2.9360 0.3186 0.287
H -1.5083 1.3631 1.6763 0.173
H 0.0757 1.5364 -1.1491 0.310
H -0.3456 -0.3489 -1.8046 0.209
H -3.4691 -1.8051 1.0285 0.363
H 1.5996 -1.8072 -0.4524 0.431
H 3.2376 -1.0437 -0.1577 0.229
H 2.7158 0.9272 -0.2382 0.249
O 1.7008 -0.5029 1.1235 -0.387
```

Energy above the lowest of the compared OMol25 structures with the same formula, charge and spin (kJ/mol): 733.66
Energy (Eh): -346.49607
Molecular weight (g mol⁻¹): 108.14
Orbital gap (eV): 10.51

The following is a quantum chemistry calculation of a structure of composition C37H58BBr30N4O8S in a non-equilibrium geometry, from the Open Molecules 2025 dataset.

```
139
Properties=species:S:1:pos:R:3:mulliken_charge:R:1
C 4.3273 -1.6359 1.3110 -0.699
C 3.6877 -0.4941 0.2690 -0.336
C 2.0634 -0.8720 0.1327 0.100
C 1.1454 0.4755 -0.0109 -1.005
C -0.4542 0.2867 0.3637 0.651
C -0.9425 -1.0935 -0.3512 -0.040
C -0.8999 -2.4616 0.5129 -0.931
N -0.6228 -3.6031 -0.4754 0.658
C -1.8622 -3.9999 -1.2408 0.642
C -1.4023 -4.1899 -2.8374 -0.614
C 0.0756 -4.7663 0.1844 0.246
C -0.6191 -6.0127 0.9891 -0.856
O 1.4345 -4.7795 0.0927 -0.571
C -1.2207 1.4805 -0.5185 -0.536
C -0.4457 2.9391 -0.4933 -0.209
C -0.8643 4.0012 0.7292 0.166
C -0.1442 5.4788 0.7497 -0.654
C 0.9123 5.7868 -0.4866 -0.377
C 1.1601 4.5784 -1.5672 -0.557
N 0.5181 3.2270 -1.6084 -0.408
N -2.6683 1.6581 -0.2785 0.269
C -3.2836 1.0358 0.9119 1.410
C -4.4197 -0.0623 0.3585 -1.070
C -4.6935 0.0807 -1.2704 0.167
O -5.3940 1.3140 -1.6574 -0.164
C -6.3507 1.0294 -2.7666 0.252
O -6.4734 2.0150 -3.6955 -0.508
B -4.2177 2.2249 1.6441 1.072
O -5.5609 2.6128 1.0829 -0.420
O -3.7908 3.0004 2.8318 -0.452
C -4.7197 2.8290 3.9604 -0.751
C -2.3326 0.2525 1.9714 -1.201
N -0.8257 0.5049 1.7896 0.599
C -0.0213 -0.1909 2.8527 0.533
C -0.1365 0.5670 4.3428 -0.484
C 1.2788 1.3472 4.7433 -0.086
C 1.2542 2.9576 4.4369 -0.561
S 2.9818 3.4429 3.7922 1.053
O 4.1259 2.6826 4.5130 -0.569
O 3.2846 4.9721 4.0020 -0.592
O 3.1344 3.1359 2.0930 -0.436
H 3.8541 -1.5568 2.3948 -0.163
H 4.0913 -2.7371 0.9371 0.295
H 5.5010 -1.5430 1.4087 0.359
H 4.2675 -0.6000 -0.7421 0.367
H 3.8480 0.5718 0.7246 0.049
H 1.8287 -1.5494 1.0554 -0.163
H 1.9865 -1.4630 -0.8954 0.331
H 1.1520 0.7215 -1.1802 0.546
H 1.5673 1.3646 0.6284 -0.176
H -2.0447 -0.9487 -0.7869 -0.690
H -0.2736 -1.2706 -1.3246 0.330
H -1.9455 -2.6988 1.0029 0.094
H -0.0853 -2.5414 1.3451 0.236
H -2.6491 -3.1028 -1.2657 -0.371
H -2.4409 -4.9246 -0.8189 -0.072
H -2.1778 -4.9028 -3.3476 -0.145
H -1.5218 -3.1137 -3.3265 0.277
H -0.2861 -4.5234 -2.9504 0.241
H -0.8172 -6.8634 0.1768 0.266
H -1.6769 -5.7563 1.4408 0.195
H 0.1058 -6.5214 1.7833 0.327
H -1.1081 1.0933 -1.6448 0.309
H -1.6360 3.7626 1.5738 0.230
H -0.3854 6.3036 1.5668 0.347
H 1.4931 6.8145 -0.6207 0.394
H 1.9214 4.8312 -2.4524 0.456
H -3.0381 2.5977 -0.5438 0.455
H -5.4396 0.0112 0.9392 0.131
H -4.0522 -1.1881 0.5085 0.145
H -5.4331 -0.8171 -1.5391 -0.147
H -3.7199 -0.1259 -1.9137 0.044
H -6.9746 0.0292 -2.8602 0.213
H -5.4091 3.5929 0.8364 0.318
H -4.2346 2.0849 4.7250 0.213
H -5.7789 2.4200 3.6755 0.289
H -4.8143 3.8905 4.4973 0.273
H -2.5879 0.7033 3.0477 0.238
H -2.5808 -0.9097 2.0889 0.316
H -0.7178 1.5453 1.9908 0.336
H -0.5464 -1.2481 3.0344 0.342
H 1.1290 -0.2666 2.6678 -0.581
H -0.3809 -0.2010 5.1933 0.345
H -0.9629 1.4241 4.3156 0.096
H 1.5094 1.1734 5.8975 0.453
H 2.2195 0.9082 4.1624 -0.245
H 1.1409 3.5600 5.4603 0.422
H 0.4684 3.2961 3.6299 0.141
H 4.0857 3.3537 1.7916 0.339
C -7.5342 -2.6335 0.4698 -0.416
Br -5.9735 -3.1091 -0.5895 0.115
Br -7.0372 -1.8556 2.1821 -0.022
Br -8.7577 -1.4881 -0.5178 -0.017
H -8.0703 -3.5638 0.6848 0.418
C 7.4410 4.5267 5.5974 -0.002
Br 7.5700 5.3431 7.3583 -0.007
Br 7.2402 5.8593 4.1946 -0.002
Br 8.9297 3.3246 5.2462 0.012
H 6.5308 3.9181 5.5930 0.017
C -5.1173 -7.4213 -1.7751 -0.315
Br -3.5566 -7.8968 -2.8344 -0.050
Br -4.6203 -6.6434 -0.0628 -0.063
Br -6.3407 -6.2758 -2.7628 -0.090
H -5.6534 -8.3515 -1.5601 0.451
C 13.1252 3.0512 5.4539 0.113
Br 13.4927 1.4161 4.4662 -0.009
Br 13.3432 2.8033 7.3709 0.000
Br 14.1776 4.5479 4.7932 -0.005
H 12.0728 3.2994 5.2812 -0.109
C -4.5223 -6.2162 -6.2687 0.105
Br -3.8054 -7.8647 -7.0120 0.029
Br -3.1113 -5.0170 -5.6728 0.119
Br -5.7458 -5.3388 -7.5005 -0.025
H -5.1036 -6.4913 -5.3824 -0.130
C 7.7850 9.8152 2.4971 -0.091
Br 6.5789 11.1667 3.2061 -0.007
Br 8.1606 10.0986 0.6096 -0.009
Br 9.4168 9.6787 3.5473 0.005
H 7.2703 8.8523 2.5796 0.088
C 4.2309 -1.3103 5.4314 0.217
Br 3.7576 -2.9414 4.4830 0.007
Br 3.0096 -0.9473 6.9014 -0.024
Br 6.0855 -1.3265 6.0183 -0.003
H 4.1281 -0.4849 4.7191 -0.128
C -1.7767 7.3394 -3.2964 -0.378
Br -3.4705 7.0069 -2.3995 -0.036
Br -1.1847 9.1781 -3.0669 -0.036
Br -0.4092 6.0658 -2.7558 0.174
H -1.9473 7.1898 -4.3677 0.374
C -1.7045 -8.1897 -10.8797 -0.221
Br -1.1402 -9.8594 -10.0564 -0.021
Br -3.6260 -8.1434 -11.1790 -0.013
Br -1.0912 -6.6425 -9.8726 0.050
H -1.2264 -8.1408 -11.8637 0.197
C 0.9912 -4.5282 -13.0485 -0.331
Br 2.1107 -3.6605 -11.7151 -0.005
Br 0.9933 -6.4630 -12.8474 -0.010
Br -0.8140 -3.8035 -13.0603 -0.004
H 1.4305 -4.3080 -14.0271 0.352
```

Charge: +1
Energy (Eh): -79907.96293
Molecular weight (g mol⁻¹): 3126.89
Orbital gap (eV): 7.54

The following is a quantum chemistry calculation of a structure of composition C33H44BInN9O2S, from the Open Molecules 2025 dataset.

```
91
Properties=species:S:1:pos:R:3:mulliken_charge:R:1
In -0.4062 -0.1571 0.4898 1.885
C 4.8303 0.0075 1.0317 -1.523
C 3.5753 0.7105 0.6412 0.509
C 3.2738 2.0546 0.7285 -0.737
C 1.9563 2.1732 0.2832 -0.464
N 1.4926 0.9696 -0.0619 -0.039
N 2.5044 0.0701 0.1454 0.645
B 2.4210 -1.4492 -0.1933 -1.312
N 1.8782 -2.2392 1.0258 0.681
N 0.6578 -1.9620 1.5580 0.377
C 0.4869 -2.7729 2.6134 -1.141
C 1.6227 -3.5843 2.7402 -0.661
C 2.4771 -3.2137 1.7263 0.377
C 3.8385 -3.7396 1.4149 -1.275
C -0.7013 -2.8032 3.5709 3.034
C -0.3786 -3.7890 4.7022 -2.453
C -0.9561 -1.4350 4.2082 -1.513
C -1.9857 -3.2805 2.8935 -1.631
N 1.5746 -1.6947 -1.4585 0.618
N 0.5755 -0.8593 -1.8632 0.047
C 0.2161 -1.2547 -3.0797 -0.350
C 0.9581 -2.3896 -3.4522 -1.089
C 1.8016 -2.6383 -2.3968 0.402
C 2.8022 -3.7294 -2.2237 -1.508
C -0.7748 -0.5200 -3.9622 2.993
C -2.1929 -1.0813 -3.8279 -1.480
C -0.7969 0.9661 -3.6221 -1.662
C -0.3302 -0.6806 -5.4232 -2.139
C 1.1427 3.4456 0.1382 3.008
C 0.4764 3.4631 -1.2376 -1.422
C 0.0649 3.5814 1.2169 -1.874
C 2.0876 4.6443 0.2553 -2.387
H 5.5543 0.7355 1.3945 0.468
H 4.6389 -0.7022 1.8383 0.143
H 5.2670 -0.5406 0.1970 0.262
H 3.9272 2.8341 1.0772 0.509
H 3.5314 -1.8502 -0.3853 -0.167
H 1.8140 -4.3312 3.4885 0.657
H 4.1019 -4.4954 2.1544 0.434
H 3.8862 -4.2004 0.4290 0.115
H 4.5930 -2.9542 1.4449 0.138
H 0.5136 -3.4935 5.2567 0.451
H -1.2165 -3.8057 5.4012 0.460
H -0.2382 -4.8053 4.3293 0.404
H -0.0526 -1.0353 4.6728 0.297
H -1.3261 -0.7042 3.4943 0.075
H -1.7176 -1.5546 4.9833 0.500
H -1.8343 -4.2192 2.3558 0.343
H -2.7452 -3.4409 3.6634 0.479
H -2.3659 -2.5570 2.1789 0.136
H 0.9131 -2.9402 -4.3750 0.391
H 2.8627 -4.3144 -3.1407 0.419
H 3.7948 -3.3420 -1.9937 0.256
H 2.5129 -4.4006 -1.4129 0.164
H -2.6207 -0.8426 -2.8595 -0.013
H -2.8244 -0.6398 -4.6038 0.473
H -2.2035 -2.1672 -3.9419 0.327
H -1.1878 1.1320 -2.6216 -0.007
H 0.1988 1.4074 -3.6895 0.400
H -1.4582 1.4836 -4.3231 0.568
H -0.3900 -1.7189 -5.7545 0.334
H -0.9880 -0.0936 -6.0680 0.479
H 0.6947 -0.3355 -5.5699 0.401
H -0.2617 2.6712 -1.3307 0.158
H -0.0350 4.4180 -1.3824 0.514
H 1.2120 3.3350 -2.0347 0.319
H -0.6798 2.7892 1.1647 0.092
H 0.4936 3.5794 2.2196 0.289
H -0.4549 4.5317 1.0682 0.598
H 2.8756 4.6083 -0.4998 0.406
H 1.5240 5.5683 0.1114 0.445
H 2.5550 4.6910 1.2403 0.410
O -2.4660 0.3948 1.5732 -0.696
C -2.8054 0.6309 0.3992 0.279
O -1.9773 1.1567 -0.4250 -0.740
C -3.9644 -0.1069 -0.1647 0.311
C -5.2510 0.3642 -0.3311 -0.225
C -6.2302 -0.4649 -0.8650 -0.605
C -5.8914 -1.7603 -1.2259 -0.640
C -4.5958 -2.2286 -1.0610 -0.959
C -3.5943 -1.4205 -0.5224 0.356
S -1.9506 -2.0519 -0.3612 -0.247
H -5.4883 1.3811 -0.0450 0.490
H -7.2420 -0.1022 -0.9890 0.388
H -6.6416 -2.4169 -1.6494 0.372
H -4.3479 -3.2389 -1.3608 0.461
N 3.3074 3.1685 4.4262 -0.696
C 2.6680 2.2175 4.2526 0.562
N 1.9916 1.0910 4.1368 -0.867
C 1.1233 0.9609 3.2016 0.737
N 0.3196 0.7601 2.3824 -0.325
```

Energy above the lowest of the compared OMol25 structures with the same formula, charge and spin (kJ/mol): 75.62
Charge: -1
Energy (Eh): -2540.61904
Molecular weight (g mol⁻¹): 756.47
Orbital gap (eV): 7.34

The following is a quantum chemistry calculation of a cluster of 2 separate species, C3H6N2O2S in total in a non-equilibrium geometry, from the Open Molecules 2025 dataset.

```
14
Properties=species:S:1:pos:R:3:mulliken_charge:R:1
C -0.1535 0.6229 -1.1585 -0.424
C 0.8197 1.0503 -0.1059 -0.432
C -1.2539 -0.1080 -0.4112 -0.363
N 0.0673 1.3115 1.1002 -0.439
N -0.0517 -2.1287 0.4650 0.560
O 0.0424 -1.8062 1.6071 -0.503
O 0.5578 -2.9365 -0.1664 -0.574
S -1.2639 0.1956 1.2448 0.093
H -0.5795 1.4928 -1.5236 0.315
H 0.1012 -0.1640 -1.9607 0.270
H 1.4506 0.2303 0.0418 0.337
H 1.5814 1.8996 -0.4341 0.321
H -1.7386 -1.0067 -0.7383 0.522
H 0.4207 1.3470 2.0397 0.318
```

Energy above the lowest of the compared OMol25 structures with the same formula, charge and spin (kJ/mol): 718.36
Energy (Eh): -775.86655
Molecular weight (g mol⁻¹): 134.16
Orbital gap (eV): 7.06

The following is a quantum chemistry calculation of the molecule C4H7NO, from the Open Molecules 2025 dataset.

```
13
Properties=species:S:1:pos:R:3:mulliken_charge:R:1
N -0.7563 -1.4704 -0.9627 -0.666
C 0.4723 -1.0149 -1.0282 0.277
O 1.4651 -1.1331 -1.7633 -0.655
C 0.7565 -0.1075 0.1721 0.099
C -0.7149 0.4769 0.9361 -0.896
C 0.4861 1.2836 0.2248 -0.448
H -1.0086 -0.5575 0.4083 0.506
H -0.9974 -2.0851 -1.7354 0.213
H 1.3792 -0.5303 0.9631 0.309
H -1.6034 0.9853 0.5508 0.385
H -0.6635 0.4645 2.0214 0.322
H 1.0432 1.9270 0.9013 0.267
H 0.1416 1.7615 -0.6883 0.286
```

Energy above the lowest of the compared OMol25 structures with the same formula, charge and spin (kJ/mol): 378.84
Energy (Eh): -286.48736
Molecular weight (g mol⁻¹): 85.11
Orbital gap (eV): 9.10

- Which of these has the lowest energy?
  C37H58BBr30N4O8S